(1)
{
  "formula": "C16H38GaNO2PS",
  "method": "the ωB97M-V functional and the def2-TZVPD basis",
  "max_force_ev_per_a": 8.0,
  "total_charge": -1,
  "gap_ev": 7.410,
  "spin_multiplicity": 1,
  "energy_ev": -95293.031,
  "species": ["Ga", "S", "P", "O", "O", "N", "C", "C", "C", "C", "C", "C", "C", "C", "C", "C", "C", "C", "C", "C", "C", "C", "H", "H", "H", "H", "H", "H", "H", "H", "H", "H", "H", "H", "H", "H", "H", "H", "H", "H", "H", "H", "H", "H", "H", "H", "H", "H", "H", "H", "H", "H", "H", "H", "H", "H", "H", "H", "H", "H"],
  "positions_angstrom": [[-2.862, -3.610, -0.941], [-0.364, -1.024, -0.936], [-1.267, -2.304, 0.258], [-3.116, -2.319, -4.023], [-3.563, -5.704, -3.799], [-1.985, -4.104, -2.600], [5.169, 0.521, -0.941], [-2.326, 4.397, 4.446], [2.886, -0.406, 1.001], [-1.821, 2.132, 1.475], [-2.787, 1.982, 0.310], [-0.569, -2.608, -4.340], [-2.434, -5.447, -3.131], [-3.632, 2.549, 3.276], [3.663, 0.713, -1.153], [-2.428, 1.718, 2.818], [5.860, 1.619, -0.128], [2.833, 0.838, 0.127], [5.792, 2.986, -0.791], [-1.414, -6.731, -2.804], [-2.035, -3.010, -3.644], [-3.379, 4.053, 3.404], [-3.091, 4.478, 2.436], [-0.652, -2.447, -5.496], [-4.468, 2.392, 2.585], [5.349, -0.443, -0.450], [3.286, -0.136, -1.738], [0.157, -3.531, -4.146], [-3.128, 0.946, 0.217], [-1.350, 3.974, 4.192], [-0.900, -6.439, -1.767], [-4.319, 4.542, 3.685], [2.252, -0.273, 1.884], [5.650, 0.450, -1.924], [-3.019, -4.979, -0.084], [-0.138, -1.680, -3.770], [2.524, -1.282, 0.453], [-1.862, -1.626, 1.381], [-1.456, 3.163, 1.519], [-4.268, -2.867, -1.117], [-3.663, 2.626, 0.424], [3.152, 1.710, 0.708], [-3.969, 2.163, 4.246], [-2.736, 0.667, 2.760], [-2.001, -7.735, -2.651], [6.329, 3.724, -0.185], [-0.943, 1.504, 1.282], [5.435, 1.677, 0.879], [-2.292, 2.259, -0.627], [-0.536, -6.796, -3.581], [6.256, 2.962, -1.782], [4.761, 3.334, -0.898], [-0.202, -3.202, 0.725], [3.901, -0.612, 1.350], [3.492, 1.601, -1.771], [6.914, 1.346, -0.001], [-2.207, 5.484, 4.518], [-2.618, 4.024, 5.433], [-1.645, 1.759, 3.584], [1.788, 1.022, -0.153]],
  "forces_ev_per_a": [[-1.19, -0.61, 0.82], [0.34, 0.82, -0.33], [0.45, -0.60, -0.34], [6.26, -4.23, 2.48], [6.51, 1.78, 3.57], [-0.54, -0.81, -3.56], [-0.02, -0.12, 0.10], [0.09, 0.23, -0.01], [-0.06, -0.02, 0.17], [0.02, -0.21, 0.06], [0.06, 0.09, -0.19], [-0.12, -1.33, 0.78], [-3.71, -1.30, -2.15], [-0.10, -0.03, -0.10], [-0.05, 0.08, -0.04], [0.12, 0.07, 0.07], [0.07, -0.14, -0.13], [-0.11, -0.03, -0.16], [0.04, 0.20, 0.15], [0.06, 1.41, 1.47], [-3.64, 2.97, -2.18], [-0.11, -0.11, 0.05], [-0.03, -0.08, 0.03], [-0.14, -0.11, 2.34], [0.09, -0.01, 0.04], [-0.04, 0.07, -0.05], [-0.01, 0.10, 0.10], [-1.49, 2.06, -0.37], [0.04, 0.11, -0.05], [-0.08, 0.01, 0.05], [-1.08, -0.72, -2.22], [0.05, -0.04, -0.08], [0.06, -0.10, -0.12], [0.01, 0.03, 0.07], [0.18, 0.15, -0.19], [-0.96, -1.77, -1.15], [-0.02, 0.12, 0.05], [0.51, -0.58, -0.03], [0.00, 0.02, 0.07], [0.47, 0.07, 0.03], [0.00, -0.03, 0.00], [0.06, 0.03, -0.03], [0.01, 0.06, -0.05], [0.03, 0.09, -0.03], [1.11, 2.12, -0.67], [-0.06, 0.00, -0.13], [-0.08, 0.05, 0.00], [-0.03, -0.05, -0.05], [-0.13, -0.14, 0.09], [-1.96, 0.11, 1.30], [-0.08, 0.02, 0.04], [0.09, -0.03, -0.03], [-1.05, 0.66, 0.43], [0.01, 0.00, 0.01], [0.04, -0.06, 0.01], [-0.08, -0.01, 0.04], [0.04, -0.13, 0.07], [0.07, 0.00, -0.06], [-0.07, -0.01, -0.01], [0.14, -0.07, 0.02]],
  "lowdin_charge": [0.148, -0.034, 0.125, -0.071, -0.072, -0.124, -0.232, -0.122, -0.129, -0.273, -0.116, -0.062, -0.376, -0.231, -0.225, -0.229, -0.279, -0.285, -0.122, -0.060, -0.365, -0.278, 0.099, 0.076, 0.101, 0.099, 0.111, 0.079, 0.070, 0.066, 0.078, 0.101, 0.069, 0.106, -0.104, 0.036, 0.055, -0.103, 0.096, -0.092, 0.062, 0.095, 0.106, 0.101, 0.080, 0.066, 0.088, 0.097, 0.072, 0.077, 0.073, 0.066, -0.079, 0.059, 0.100, 0.100, 0.066, 0.072, 0.099, 0.068]
}

(2)
{
  "formula": "C16H38NbO7S3",
  "method": "the ωB97M-V functional and the def2-TZVPD basis",
  "max_force_ev_per_a": 3.7,
  "total_charge": -1,
  "gap_ev": 6.817,
  "spin_multiplicity": 1,
  "energy_ev": -65588.563,
  "species": ["Nb", "S", "S", "S", "O", "O", "O", "O", "O", "O", "O", "C", "C", "C", "C", "C", "C", "C", "C", "C", "C", "C", "C", "C", "C", "C", "C", "H", "H", "H", "H", "H", "H", "H", "H", "H", "H", "H", "H", "H", "H", "H", "H", "H", "H", "H", "H", "H", "H", "H", "H", "H", "H", "H", "H", "H", "H", "H", "H", "H", "H", "H", "H", "H", "H"],
  "positions_angstrom": [[-1.129, 1.444, -0.414], [0.452, -2.166, -3.195], [5.477, -0.197, -1.682], [-0.316, -0.563, 3.428], [-0.975, 0.717, 3.277], [5.423, -0.729, -3.029], [0.582, -1.096, 2.424], [6.135, 1.054, -1.369], [0.889, -1.025, -2.416], [-2.812, 1.983, -1.565], [0.334, -3.492, -2.627], [-0.747, -1.656, -5.508], [0.451, -2.565, -5.777], [-5.147, 4.210, 0.840], [6.113, -1.457, -0.593], [-1.238, -2.266, 5.245], [1.450, -2.270, -4.668], [-1.549, -1.793, 3.827], [0.508, -0.591, 5.008], [-3.438, 3.232, -1.105], [-3.837, 3.253, 0.493], [3.790, -1.232, 0.088], [3.827, -0.159, -0.999], [-1.079, -1.763, -4.021], [-4.820, 5.133, 2.173], [-0.547, -1.114, 5.972], [5.210, -1.386, 0.630], [5.471, -0.512, 1.238], [0.864, 0.409, 5.262], [-4.065, 2.148, 0.847], [-5.248, 4.552, 3.102], [-1.491, -2.613, 3.107], [-0.101, -1.438, 6.917], [-4.472, 3.320, -1.695], [0.025, 1.578, -1.839], [-3.680, 5.329, 2.354], [-6.023, 3.461, 1.148], [0.317, 0.904, 0.572], [3.459, -2.184, -0.344], [7.161, -1.260, -0.366], [-2.533, -1.317, 3.771], [-2.137, 1.121, 1.095], [-1.609, -1.929, -6.126], [3.102, -0.363, -1.790], [-2.147, -2.585, 5.764], [-0.562, -3.130, 5.206], [5.312, -2.277, 1.256], [-5.394, 6.174, 2.076], [2.206, -3.048, -4.553], [3.656, 0.838, -0.583], [-0.776, 3.137, 0.111], [-1.276, -0.326, 6.194], [6.012, -2.421, -1.102], [-0.482, -0.620, -5.754], [1.351, -1.284, 4.933], [1.928, -1.298, -4.817], [-2.926, 3.746, 1.059], [-2.826, 4.201, -1.437], [3.082, -0.967, 0.880], [0.884, -2.385, -6.766], [-1.442, -0.306, -0.903], [-1.792, -2.569, -3.827], [-1.467, -0.820, -3.627], [0.137, -3.614, -5.731], [-5.527, 4.841, -0.071]],
  "forces_ev_per_a": [[-2.89, 0.51, -2.28], [0.15, 0.87, 0.78], [-0.57, -0.03, -0.02], [0.18, 0.72, -1.22], [0.57, -0.82, 0.52], [0.37, 0.37, 0.09], [-0.37, 0.25, 0.65], [0.16, -0.23, -0.38], [0.12, -1.14, -0.36], [1.09, 1.82, 2.36], [0.14, 0.19, -0.01], [-0.08, 0.16, -0.25], [-0.02, -0.16, -0.23], [0.14, -0.89, 0.64], [0.40, -0.39, 0.37], [-0.06, -0.28, 0.17], [0.34, -0.13, -0.53], [-0.53, -0.55, 0.09], [0.28, -0.02, 0.60], [-1.78, 0.34, -0.77], [0.01, 0.74, -0.28], [-0.25, -0.21, 0.19], [-0.52, 0.09, 0.09], [-0.67, 0.23, -0.26], [-0.98, 0.12, -0.19], [-0.08, 0.07, 0.25], [-0.03, 0.05, 0.22], [0.03, -0.11, -0.07], [-0.04, -0.08, -0.24], [0.80, 2.44, -0.74], [0.94, 1.30, -1.67], [0.01, 0.32, -0.05], [-0.06, 0.06, -0.09], [1.94, -0.17, 1.12], [0.58, -0.36, 0.13], [-2.19, -0.40, -0.55], [1.72, 1.78, -0.80], [-0.21, 0.25, -0.21], [0.01, 0.14, 0.05], [-0.07, 0.06, -0.21], [0.24, 0.05, -0.11], [0.51, -0.60, 0.11], [0.10, 0.06, 0.09], [0.13, 0.19, 0.10], [0.13, 0.01, -0.08], [-0.07, 0.12, 0.02], [0.02, 0.11, -0.06], [1.28, -2.22, 0.40], [-0.07, 0.13, 0.17], [0.08, -0.12, -0.16], [0.42, 0.68, 0.41], [0.13, -0.06, -0.03], [0.00, 0.16, -0.01], [-0.03, -0.15, 0.05], [-0.09, 0.10, -0.05], [-0.06, -0.12, 0.13], [-1.74, -1.52, -0.95], [-1.03, -2.10, 0.95], [0.01, -0.04, -0.23], [-0.03, -0.05, 0.11], [0.18, -0.43, 0.13], [0.20, 0.09, 0.10], [0.14, -0.23, 0.24], [0.08, 0.09, 0.00], [0.93, -1.10, 1.71]],
  "lowdin_charge": [1.065, 0.633, 0.666, 0.613, -0.381, -0.347, -0.362, -0.336, -0.398, -0.578, -0.335, -0.225, -0.237, -0.262, -0.250, -0.231, -0.240, -0.225, -0.245, -0.381, -0.260, -0.205, -0.214, -0.227, -0.163, -0.238, -0.233, 0.118, 0.107, 0.086, 0.068, 0.107, 0.110, 0.102, -0.165, 0.070, 0.102, -0.173, 0.122, 0.102, 0.109, -0.132, 0.111, 0.079, 0.110, 0.114, 0.111, 0.070, 0.107, 0.115, -0.170, 0.119, 0.105, 0.120, 0.104, 0.113, 0.068, 0.114, 0.113, 0.111, -0.161, 0.107, 0.094, 0.116, 0.094]
}

(3)
{
  "formula": "C16H39BF8N7O3P2",
  "method": "the ωB97M-V functional and the def2-TZVPD basis",
  "max_force_ev_per_a": 5.2,
  "total_charge": 1,
  "gap_ev": 7.293,
  "spin_multiplicity": 1,
  "energy_ev": -74786.965,
  "species": ["P", "P", "F", "F", "F", "F", "F", "F", "F", "F", "O", "O", "O", "N", "N", "N", "N", "N", "N", "N", "C", "C", "C", "C", "C", "C", "C", "C", "C", "C", "C", "C", "C", "C", "C", "C", "B", "H", "H", "H", "H", "H", "H", "H", "H", "H", "H", "H", "H", "H", "H", "H", "H", "H", "H", "H", "H", "H", "H", "H", "H", "H", "H", "H", "H", "H", "H", "H", "H", "H", "H", "H", "H", "H", "H", "H"],
  "positions_angstrom": [[-2.451, -0.058, -3.099], [0.227, -0.306, 3.679], [7.945, 0.722, 0.678], [5.626, 0.093, -1.436], [4.793, 2.005, 1.135], [7.200, 2.735, 1.036], [3.115, -0.528, -1.538], [5.835, 0.285, 1.918], [5.096, -1.216, 0.191], [3.168, 1.519, -0.847], [1.520, 0.623, 0.870], [0.624, -3.115, 4.272], [-2.491, 0.705, -1.814], [-3.077, 0.231, 2.829], [-3.240, -0.499, -4.595], [-2.038, -1.629, -2.579], [-1.100, 0.713, -3.873], [0.303, -1.791, 6.270], [-3.157, 1.920, 4.418], [-1.747, 2.214, 2.520], [-1.135, 0.691, 4.399], [5.624, 1.001, 0.795], [3.466, 0.268, -0.490], [2.627, -0.233, 0.697], [1.751, 0.634, 3.900], [-4.544, 0.170, -4.778], [0.238, 0.291, -3.505], [-3.082, -2.270, -1.794], [-2.503, -0.493, -5.849], [-1.211, 2.168, -3.823], [-1.271, -2.599, -3.331], [-0.028, -0.946, 1.992], [6.987, 1.599, 0.347], [4.976, 0.052, -0.267], [-2.255, 1.229, 3.486], [0.259, -0.011, 0.818], [0.409, -1.901, 4.849], [-3.858, 2.400, 3.865], [-4.436, 1.240, -4.991], [0.510, -0.651, -3.980], [0.653, -1.799, 1.905], [1.757, 1.552, 3.315], [-0.662, 1.545, 4.890], [-0.932, 2.575, -2.845], [0.981, 1.008, -3.856], [-3.164, -0.635, 3.339], [-2.834, 0.080, 1.862], [-3.137, -0.979, -6.595], [-0.636, -1.958, 6.619], [-1.609, 0.090, 5.172], [-3.537, -1.555, -1.107], [-5.152, 0.068, -3.876], [-0.931, -3.387, -2.654], [0.351, 0.186, -2.416], [-0.504, 0.748, 0.678], [3.238, -0.243, 1.601], [-2.236, 2.486, -4.030], [-1.851, -3.080, -4.133], [7.025, 1.841, -0.713], [-0.754, 2.120, 2.349], [-2.253, 0.509, -6.205], [-2.662, -3.078, -1.190], [-5.099, -0.290, -5.596], [-0.375, -2.170, -3.764], [0.226, -0.620, -0.093], [-1.588, -1.077, -5.783], [-1.029, -1.372, 1.915], [2.341, -1.258, 0.459], [1.798, 0.913, 4.954], [2.637, 0.039, 3.693], [-3.876, -2.688, -2.428], [-2.250, 2.111, 1.646], [-0.011, -3.306, 3.569], [-2.611, 2.630, 4.895], [-0.570, 2.611, -4.587], [0.583, -0.885, 6.634]],
  "forces_ev_per_a": [[4.93, -1.13, -1.18], [-0.13, -0.28, 0.38], [0.12, -0.22, -0.25], [0.11, 0.46, -0.13], [-0.28, 0.03, -0.29], [-0.05, 0.09, 0.22], [0.16, -0.03, -0.45], [-0.14, -0.02, 0.14], [-0.06, -0.16, 0.01], [0.25, 0.27, 0.06], [-0.22, -0.06, 0.53], [-1.05, 0.21, 0.07], [-2.92, 0.11, -0.35], [0.52, 0.00, -0.24], [-2.19, 1.45, 1.41], [0.54, 0.26, 0.56], [0.22, -0.68, -0.09], [0.09, 1.13, -0.47], [0.41, -0.47, 0.30], [0.25, -0.81, 0.10], [0.09, 0.00, -0.53], [0.67, 0.00, 0.19], [-0.51, -0.72, -0.18], [0.15, 0.63, 0.24], [0.08, 0.26, 0.14], [-0.14, -0.11, 0.22], [0.18, -0.14, 0.24], [-0.26, 0.21, 0.08], [0.40, -0.03, -0.16], [-0.26, 0.07, -0.02], [-0.23, -0.15, -0.53], [0.46, 0.14, -0.06], [-0.10, 0.35, 0.00], [-0.26, -0.28, 0.26], [-0.85, 1.10, 0.22], [-0.03, -0.41, -0.98], [0.15, -0.55, 0.41], [-0.09, -0.06, 0.03], [-0.03, -0.02, -0.10], [0.00, 0.06, 0.07], [0.10, 0.02, 0.20], [0.02, -0.06, -0.15], [0.07, -0.03, 0.06], [-0.04, 0.01, 0.01], [-0.15, 0.18, 0.04], [-0.25, 0.02, 0.03], [0.04, -0.15, 0.00], [-0.10, -0.01, 0.10], [0.23, -0.67, 0.30], [0.00, -0.02, 0.04], [0.01, 0.06, -0.06], [0.03, 0.01, -0.01], [-0.11, 0.01, 0.07], [0.17, 0.00, -0.03], [0.09, 0.16, 0.16], [-0.01, 0.00, 0.05], [0.01, -0.01, 0.01], [0.00, 0.01, 0.02], [0.02, -0.15, -0.08], [-0.02, 0.07, -0.20], [0.01, 0.00, 0.03], [0.07, -0.04, -0.10], [0.07, -0.06, -0.02], [-0.14, 0.01, -0.06], [-0.20, -0.07, 0.03], [0.03, 0.08, 0.09], [-0.11, 0.16, 0.04], [-0.02, -0.03, 0.01], [-0.07, -0.03, 0.04], [-0.04, -0.05, -0.17], [0.04, -0.09, 0.04], [0.08, 0.30, -0.11], [0.53, -0.21, -0.36], [-0.21, 0.19, 0.00], [0.03, -0.07, -0.01], [-0.12, -0.02, 0.14]],
  "lowdin_charge": [0.676, 1.074, 0.120, 0.166, 0.146, 0.108, 0.116, 0.139, 0.146, 0.161, -0.119, 0.151, -0.306, 0.100, -0.301, -0.324, -0.328, 0.167, 0.063, 0.107, -0.210, -0.358, -0.419, -0.087, -0.165, -0.126, -0.127, -0.138, -0.128, -0.134, -0.125, -0.237, -0.292, -0.356, -0.710, -0.230, -0.626, 0.086, 0.079, 0.056, 0.093, 0.073, 0.105, 0.079, 0.089, 0.083, 0.068, 0.091, 0.104, 0.093, 0.064, 0.078, 0.084, 0.070, 0.109, 0.119, 0.076, 0.089, 0.171, 0.055, 0.085, 0.076, 0.082, 0.046, 0.128, 0.071, 0.099, 0.147, 0.071, 0.065, 0.086, 0.085, 0.108, 0.075, 0.087, 0.079]
}